Computed, not measured: 4 unconnected molecules or ions with the total composition C22H45Br2NO11P2, with the ωB97M-V functional and the def2-TZVPD basis.

Calculated values
E_tot ... -206218.475 eV
HOMO ... -8.099 eV
Gap between HOMO and LUMO ... 8.490 eV
LUMO energy ... 0.39 eV
SMILES string ... CCP(C)[C@@](N)(/C(Br)=C(\C)Br)[C@H](OC)P(C)O.CCOC(=O)OC.CCOC(=O)OC.CCOC(=O)OC
F_max ... 0.81 eV Å⁻¹

Last column: Löwdin charge in e.
Geometry (Å):
C -2.02 -1.21 6.04  -0.1630
C -0.98 -1.31 4.93  -0.4314
P -1.20 -0.30 3.39  0.9487
C -2.98 -0.50 3.02  -0.3222
C -0.83 1.54 3.92  -0.6250
N -0.22 1.46 5.25  0.0444
C 0.08 2.07 2.81  -0.7059
Br -0.66 1.77 1.07  0.7549
C 1.23 2.74 2.90  -0.7521
C 1.91 3.18 4.17  -0.1280
Br 2.22 3.25 1.36  0.7605
C -2.08 2.46 3.95  -0.4768
O -1.72 3.83 3.77  -0.1892
C -1.49 4.62 4.91  -0.1045
P -3.33 2.01 5.27  0.9489
C -4.45 3.45 5.07  -0.2497
O -2.68 2.36 6.75  -0.3222
H -2.05 -0.22 6.48  0.0221
H -3.01 -1.44 5.65  0.0555
H -1.81 -1.94 6.82  0.0689
H 0.03 -1.12 5.30  0.0542
H -0.98 -2.33 4.54  0.0670
H -3.10 -1.52 2.65  0.0406
H -3.65 -0.36 3.87  -0.0152
H -3.27 0.17 2.21  0.0226
H 0.70 1.05 5.18  0.0785
H -0.11 2.38 5.65  0.0467
H 2.68 3.93 3.94  0.0574
H 1.23 3.62 4.89  0.0577
H 2.44 2.34 4.63  0.0822
H -2.64 2.23 3.04  0.0777
H -0.89 5.47 4.60  0.0988
H -2.41 5.01 5.34  0.0729
H -0.95 4.10 5.71  0.0683
H -4.33 4.18 5.87  0.0381
H -4.29 3.91 4.09  0.0469
H -5.46 3.06 5.08  0.0270
H -1.78 2.04 6.84  0.0147
C 2.85 -0.59 2.33  -0.0539
C 4.07 0.20 1.92  -0.2217
O 5.28 -0.56 2.10  0.0458
C 5.50 -1.49 1.18  -0.6075
O 4.81 -1.71 0.22  0.1095
O 6.63 -2.12 1.48  0.0108
C 6.97 -3.19 0.58  -0.0358
H 2.96 -0.94 3.35  0.0849
H 1.95 0.03 2.26  0.0418
H 2.71 -1.45 1.68  0.0812
H 4.20 1.08 2.54  0.1020
H 4.00 0.54 0.88  0.1060
H 6.99 -2.83 -0.45  0.0954
H 6.26 -4.00 0.68  0.0987
H 7.96 -3.52 0.87  0.0930
C 2.99 0.29 -2.77  -0.0586
C 3.26 -1.19 -2.62  -0.2019
O 2.13 -1.98 -3.05  0.0430
C 1.98 -2.10 -4.36  -0.6173
O 2.70 -1.65 -5.21  0.1206
O 0.88 -2.82 -4.58  0.0025
C 0.56 -2.99 -5.97  -0.0393
H 2.08 0.57 -2.23  0.0792
H 3.82 0.86 -2.36  0.0782
H 2.86 0.57 -3.81  0.0735
H 3.41 -1.44 -1.57  0.0940
H 4.15 -1.49 -3.17  0.1259
H 1.41 -3.40 -6.52  0.0953
H 0.25 -2.05 -6.40  0.0984
H -0.27 -3.70 -6.01  0.0879
C -3.44 -0.08 -10.66  -0.0650
C -3.20 -1.57 -10.60  -0.2107
O -2.64 -1.97 -9.34  0.0366
C -3.51 -2.05 -8.33  -0.6156
O -4.70 -1.85 -8.40  0.1257
O -2.84 -2.40 -7.23  -0.0064
C -3.64 -2.47 -6.05  -0.0338
H -2.53 0.47 -10.43  0.0820
H -3.78 0.21 -11.66  0.0800
H -4.21 0.22 -9.94  0.0750
H -2.45 -1.86 -11.34  0.1219
H -4.11 -2.13 -10.79  0.1231
H -4.51 -3.10 -6.20  0.0959
H -3.96 -1.47 -5.75  0.0998
H -3.00 -2.88 -5.28  0.0900



Computed, not measured: 13 unconnected molecules or ions with the total composition C24H76N2O21 in a non-equilibrium geometry, with the ωB97M-V functional and the def2-TZVPD basis.

Calculated values
E_tot ... -72090.769 eV
HOMO ... -8.438 eV
Gap between HOMO and LUMO ... 8.196 eV
Relative energy (zero: lowest compared OMol25 entry of this formula, charge and spin) ... 253.33 kJ/mol
LUMO energy ... -0.24 eV
F_max ... 3.19 eV Å⁻¹

Last column: Löwdin charge in e.
Geometry (Å):
C -3.46 0.01 -1.17  -0.0610
O -3.95 -1.20 -1.80  -0.2302
C -4.45 -1.00 -3.12  -0.1778
C -4.89 -2.43 -3.48  -0.2040
N -5.40 -2.49 -4.83  -0.0756
C -5.77 -3.82 -5.30  -0.1963
C -4.65 -4.75 -5.82  -0.1910
O -3.96 -4.33 -7.03  -0.2060
C -2.79 -5.05 -7.38  -0.1211
H -2.55 0.34 -1.68  0.0753
H -3.26 -0.13 -0.11  0.0922
H -4.19 0.80 -1.31  0.0681
H -3.66 -0.68 -3.81  0.1266
H -5.21 -0.23 -3.11  0.1226
H -5.56 -2.82 -2.71  0.1258
H -4.04 -3.12 -3.43  0.1086
H -4.77 -2.05 -5.49  0.1096
H -6.42 -3.68 -6.17  0.1116
H -6.34 -4.30 -4.51  0.1210
H -5.06 -5.73 -6.05  0.1159
H -3.89 -4.84 -5.05  0.1098
H -2.39 -5.01 -8.39  0.0820
H -3.08 -6.09 -7.26  0.0784
H -1.91 -4.81 -6.77  0.0832
C 2.78 -3.69 1.61  -0.0675
O 2.87 -2.62 2.62  -0.2213
C 2.75 -1.29 2.00  -0.1904
C 2.97 -0.13 3.00  -0.1814
N 4.37 -0.11 3.47  -0.0551
C 4.69 -1.19 4.34  -0.2075
C 6.05 -0.89 5.12  -0.2307
O 5.81 -0.02 6.19  -0.1984
C 7.03 0.16 6.95  -0.0917
H 3.44 -3.53 0.76  0.0741
H 1.75 -3.80 1.27  0.0778
H 3.11 -4.61 2.09  0.0817
H 1.74 -1.25 1.59  0.0903
H 3.50 -1.15 1.22  0.1199
H 2.19 -0.22 3.75  0.1072
H 2.72 0.81 2.50  0.1062
H 4.51 0.70 4.06  0.1042
H 4.72 -2.19 3.92  0.1099
H 3.94 -1.16 5.13  0.1130
H 6.82 -0.49 4.46  0.1162
H 6.48 -1.82 5.49  0.1081
H 7.93 0.54 6.45  0.0869
H 7.30 -0.79 7.41  0.0779
H 6.67 0.75 7.79  0.0850
O 1.22 4.62 1.84  -0.0278
H 0.71 4.17 2.51  0.0188
H 0.71 5.42 1.65  0.0656
O 3.43 3.65 0.59  -0.0420
H 2.58 3.92 0.93  -0.0179
H 3.76 4.41 0.13  0.0520
O -2.78 1.16 3.86  -0.0129
H -3.60 0.65 3.89  0.0743
H -2.14 0.62 4.32  0.0678
O -1.39 -2.73 -1.22  -0.0339
H -1.28 -2.30 -0.37  0.0014
H -2.19 -2.36 -1.58  0.0364
O -1.73 2.75 -2.43  -0.0408
H -2.29 2.82 -1.65  -0.0273
H -1.18 1.98 -2.26  0.0005
C 3.34 -2.73 -2.56  -0.2449
C 2.05 -2.12 -1.98  -0.1784
O 1.00 -3.14 -2.30  -0.0817
O 4.41 -1.79 -2.35  -0.0927
H 3.35 -3.13 -3.57  0.1198
H 3.71 -3.49 -1.88  0.1040
H 1.90 -1.18 -2.51  0.1121
H 2.33 -1.95 -0.94  0.0893
H 0.19 -2.79 -1.92  -0.0035
H 5.16 -2.26 -2.73  0.0757
C 0.12 1.67 0.68  -0.1870
C 0.66 0.74 -0.42  -0.2478
O 0.85 1.39 -1.61  -0.0329
O -0.10 0.93 1.86  -0.0754
H -0.81 2.16 0.41  0.1033
H 0.75 2.53 0.91  0.0930
H -0.10 -0.02 -0.64  0.1132
H 1.58 0.28 -0.07  0.1133
H 1.70 1.85 -1.62  0.0938
H -0.79 1.34 2.40  0.0659
C -2.22 -3.62 1.83  -0.1942
C -1.76 -2.22 2.38  -0.1656
O -1.12 -1.60 1.22  -0.1123
O -3.20 -3.42 0.79  -0.0788
H -2.62 -4.30 2.57  0.1118
H -1.35 -4.14 1.42  0.1150
H -1.14 -2.37 3.26  0.1133
H -2.61 -1.59 2.65  0.0998
H -0.91 -0.68 1.42  0.0331
H -2.78 -3.51 -0.07  0.0398
C -2.32 4.50 2.85  -0.2526
C -1.45 4.76 4.09  -0.2203
O -0.44 3.79 4.27  -0.0652
O -3.39 3.64 3.12  -0.0550
H -1.69 4.12 2.05  0.1011
H -2.67 5.43 2.40  0.1243
H -2.08 4.70 4.98  0.1304
H -1.01 5.74 3.93  0.1162
H -0.35 3.76 5.23  0.0974
H -3.01 2.81 3.41  0.0199
C -4.85 3.75 -1.28  -0.1823
C -3.64 4.23 -0.40  -0.2506
O -3.02 3.13 0.13  -0.0883
O -5.92 3.46 -0.36  -0.0872
H -4.71 2.85 -1.88  0.1036
H -5.20 4.63 -1.83  0.1142
H -3.88 4.93 0.39  0.1211
H -2.94 4.77 -1.04  0.1192
H -3.30 3.26 1.04  0.0559
H -6.69 3.13 -0.83  0.0786
C 4.57 2.33 -2.20  -0.2658
C 5.97 2.59 -2.62  -0.2549
O 5.93 3.15 -3.93  -0.0812
O 4.60 1.70 -0.91  -0.0740
H 4.19 1.57 -2.89  0.1220
H 4.05 3.28 -2.27  0.1203
H 6.44 1.62 -2.81  0.1194
H 6.61 3.13 -1.93  0.1281
H 5.77 2.52 -4.63  0.0838
H 4.54 2.47 -0.33  0.0246



Computed, not measured: 2 unconnected molecules or ions with the total composition C3H10NS2, with the ωB97M-V functional and the def2-TZVPD basis.

Calculated values
E_tot ... -26426.424 eV
HOMO ... -12.806 eV
Gap between HOMO and LUMO ... 7.451 eV
Relative energy (zero: lowest compared OMol25 entry of this formula, charge and spin) ... 108.60 kJ/mol
LUMO energy ... -5.35 eV
F_max ... 0.90 eV Å⁻¹
Total charge ... +1

Last column: Löwdin charge in e.
Geometry (Å):
C -0.15 2.73 -0.20  0.1563
N -1.24 2.14 -0.48  0.1866
H -0.16 3.81 -0.12  0.1289
H 0.75 2.16 -0.05  0.1002
H -1.28 1.12 -0.61  0.0110
H -2.07 2.69 -0.72  0.1664
C 1.37 -1.42 1.41  -0.1651
C 0.23 -1.64 0.42  -0.5692
S 0.55 -0.66 -1.11  0.4295
S -1.27 -0.77 -2.07  0.3542
H 1.30 -0.46 1.92  0.0683
H 2.35 -1.47 0.93  0.0724
H 1.33 -2.20 2.17  0.0829
H -0.70 -1.27 0.83  0.0603
H 0.22 -2.67 0.10  0.0712
H -1.24 -2.07 -2.41  -0.1539



Computed, not measured: 4 unconnected molecules or ions with the total composition C4H16O3 in a non-equilibrium geometry, with the ωB97M-V functional and the def2-TZVPD basis.

Calculated values
E_tot ... -10547.618 eV
HOMO ... -10.974 eV
Gap between HOMO and LUMO ... 11.421 eV
Relative energy (zero: lowest compared OMol25 entry of this formula, charge and spin) ... 275.59 kJ/mol
LUMO energy ... 0.45 eV
SMILES string ... CCCC.O.O.O
F_max ... 8.35 eV Å⁻¹

Last column: Löwdin charge in e.
Geometry (Å):
C -0.52 -1.47 1.47  -0.0652
C -1.01 -2.19 0.13  -0.1830
C -0.53 -1.32 -1.12  -0.1997
C -1.43 -0.03 -1.50  -0.1085
H 0.58 -1.24 1.50  0.0822
H -0.66 -2.11 2.33  0.0633
H -0.92 -0.58 1.54  -0.0069
H -2.04 -2.28 0.06  0.0708
H -0.57 -3.10 -0.03  0.0609
H -0.60 -1.84 -2.07  0.0868
H 0.46 -0.97 -0.97  0.0657
H -1.06 0.64 -2.22  0.0100
H -1.81 0.56 -0.67  0.0587
H -2.35 -0.29 -2.12  0.0792
H 1.86 1.23 2.94  -0.0743
H 2.56 0.80 1.87  -0.0045
O 2.53 0.71 2.83  0.0135
H 2.44 1.90 0.36  0.0788
H 1.13 1.59 -0.39  -0.0703
O 1.65 1.33 0.29  -0.0358
H -0.34 3.41 -0.91  0.0417
H 0.33 2.40 -2.03  -0.0150
O 0.29 2.86 -1.28  0.0517



Computed, not measured: a molecular structure, C68H93GeN3O3Ti in a non-equilibrium geometry, with the ωB97M-V functional and the def2-TZVPD basis.

Calculated values
E_tot ... -162272.211 eV
HOMO (alpha / beta) ... -2.721 / -3.346 eV
Gap between HOMO and LUMO (alpha / beta) ... 4.554 / 5.178 eV
Spin multiplicity ... 4
LUMO energy (alpha / beta) ... 1.83 / 1.83 eV
F_max ... 2.67 eV Å⁻¹
Total charge ... -1

Last column: Mulliken spin population.
Geometry (Å):
Ti 1.06 1.02 0.21  0.7425
C -0.61 -1.22 -6.90  0.0096
C -0.84 0.18 -6.31  0.0581
C -1.97 0.86 -7.10  0.0199
C 0.46 0.98 -6.57  0.0177
C -1.20 0.14 -4.81  0.2536
C -0.67 1.15 -4.01  0.0286
C -0.61 1.33 -2.62  0.2596
C 0.31 2.44 -2.16  0.0373
N 1.65 1.99 -1.63  0.0337
C 2.57 3.13 -1.48  0.0247
C 2.88 3.48 -0.02  -0.0074
N 3.11 2.27 0.78  0.0033
C 4.37 1.61 0.43  0.0105
C 4.17 0.11 0.33  0.0124
N 3.03 -0.18 -0.53  -0.0237
C 3.33 0.17 -1.93  0.0308
C 2.20 0.97 -2.55  -0.0115
C 2.66 -1.61 -0.42  -0.0167
C 2.42 -2.12 0.98  0.0180
C 2.80 -3.41 1.27  -0.0025
C 2.48 -4.02 2.48  0.0037
C 1.76 -3.25 3.39  0.0020
C 1.37 -1.94 3.16  -0.0040
C 1.71 -1.33 1.92  0.0128
O 1.45 -0.07 1.65  -0.0069
C 0.59 -1.15 4.22  0.0019
C 0.30 -1.99 5.47  -0.0002
C -0.75 -0.69 3.64  0.0011
C 1.41 0.08 4.67  0.0025
C 2.92 -5.45 2.75  0.0000
C 2.37 -5.99 4.08  -0.0001
C 2.41 -6.38 1.63  0.0001
C 4.45 -5.51 2.80  0.0000
C 3.12 2.55 2.23  -0.0002
C 1.94 3.28 2.81  0.0216
C 2.16 3.99 3.98  -0.0051
C 1.16 4.69 4.62  0.0095
C -0.08 4.72 3.99  -0.0013
C -0.36 4.04 2.81  -0.0013
C 0.65 3.22 2.23  0.0107
O 0.43 2.48 1.17  0.0249
C -1.78 4.12 2.23  0.0040
C -2.55 2.89 2.73  -0.0013
C -1.79 4.15 0.70  -0.0024
C -2.51 5.39 2.69  -0.0003
C 1.44 5.40 5.94  0.0003
C 1.93 4.38 6.98  0.0012
C 2.51 6.48 5.74  0.0011
C 0.19 6.08 6.52  0.0002
C -1.27 0.61 -1.55  0.0175
O -0.59 0.63 -0.38  0.0751
C -2.49 0.00 -1.71  0.1756
C -3.03 -0.21 -3.10  -0.0217
C -3.51 -0.20 -0.56  0.0193
C -4.02 1.21 -0.19  0.0285
C -2.93 -0.86 0.70  0.0175
C -4.73 -1.04 -0.97  0.0261
H -0.13 -1.14 -7.88  -0.0041
H -1.54 -1.75 -7.03  -0.0037
H 0.04 -1.80 -6.25  0.0068
H -1.70 0.96 -8.15  -0.0028
H -2.18 1.85 -6.68  0.0028
H -2.88 0.27 -7.03  0.0016
H 0.79 0.81 -7.59  0.0016
H 1.25 0.66 -5.89  -0.0074
H 0.30 2.06 -6.46  -0.0023
H -0.13 1.93 -4.55  -0.0037
H -0.16 3.01 -1.35  -0.0162
H 0.49 3.11 -3.01  0.0027
H 2.15 4.03 -1.95  0.0005
H 3.50 2.91 -2.01  -0.0017
H 2.04 4.01 0.41  0.0017
H 3.76 4.15 0.01  -0.0025
H 5.15 1.82 1.18  -0.0004
H 4.74 2.01 -0.51  -0.0006
H 3.96 -0.29 1.32  -0.0022
H 5.09 -0.37 -0.03  -0.0003
H 3.48 -0.73 -2.54  0.0065
H 4.27 0.73 -1.98  -0.0001
H 1.39 0.29 -2.79  0.0543
H 2.53 1.44 -3.50  0.0053
H 3.43 -2.23 -0.90  -0.0098
H 1.74 -1.73 -0.99  0.1292
H 3.36 -3.96 0.52  -0.0007
H 1.48 -3.69 4.34  -0.0002
H -0.28 -2.88 5.23  0.0000
H -0.29 -1.39 6.17  0.0000
H 1.22 -2.30 5.98  0.0000
H -1.35 -1.55 3.33  0.0001
H -0.59 -0.05 2.78  -0.0018
H -1.32 -0.12 4.39  -0.0003
H 2.43 -0.22 4.94  0.0000
H 0.95 0.55 5.53  0.0001
H 1.45 0.80 3.86  -0.0024
H 1.28 -5.92 4.10  0.0000
H 2.77 -5.44 4.93  0.0000
H 2.65 -7.04 4.19  0.0000
H 1.33 -6.31 1.55  0.0001
H 2.68 -7.42 1.84  0.0000
H 2.84 -6.11 0.66  -0.0001
H 4.83 -4.85 3.59  -0.0001
H 4.89 -5.20 1.85  0.0000
H 4.79 -6.53 3.02  0.0000
H 4.02 3.14 2.47  0.0017
H 3.23 1.58 2.72  0.0038
H 3.17 3.97 4.39  -0.0002
H -0.87 5.30 4.44  -0.0011
H -2.06 1.98 2.38  -0.0001
H -3.58 2.90 2.37  0.0001
H -2.56 2.87 3.82  -0.0001
H -1.48 3.19 0.30  -0.0018
H -1.10 4.92 0.33  -0.0009
H -2.79 4.38 0.33  0.0008
H -2.76 5.37 3.76  0.0000
H -3.45 5.49 2.14  0.0000
H -1.91 6.28 2.49  -0.0002
H 2.88 3.94 6.68  -0.0001
H 1.21 3.57 7.08  -0.0001
H 2.07 4.86 7.95  0.0000
H 3.44 6.04 5.37  -0.0001
H 2.72 7.00 6.67  0.0000
H 2.17 7.22 5.00  0.0000
H -0.60 5.35 6.70  0.0000
H -0.19 6.85 5.85  0.0000
H 0.44 6.55 7.47  0.0000
H -3.82 -0.95 -3.02  -0.0467
H -3.19 1.82 0.17  -0.0031
H -4.79 1.15 0.58  0.0030
H -4.45 1.69 -1.07  -0.0105
H -2.00 -0.39 0.98  -0.0090
H -2.75 -1.92 0.51  -0.0085
H -3.64 -0.77 1.53  0.0002
H -5.32 -0.54 -1.74  -0.0058
H -5.37 -1.17 -0.09  -0.0003
H -4.44 -2.03 -1.32  -0.0035
C 1.02 -3.16 -4.26  -0.0016
Ge -0.22 -2.08 -2.97  0.1123
C -0.87 -3.75 -1.98  -0.1195
C -0.90 -3.62 -0.59  0.0634
C -1.29 -4.67 0.23  -0.0017
C -1.67 -5.88 -0.33  0.0039
C -1.62 -6.04 -1.71  -0.0060
C -1.23 -4.98 -2.52  -0.0120
C -2.08 -0.83 -4.19  0.1001
C -3.64 1.00 -3.73  0.4055
C -4.51 0.86 -4.77  -0.0987
C -4.88 -0.35 -5.37  0.4604
C -4.23 -1.63 -5.34  -0.1027
C -4.95 -2.71 -5.90  0.1162
C -4.42 -3.97 -6.03  -0.0579
C -3.12 -4.21 -5.61  0.1523
C -2.38 -3.17 -5.06  -0.0435
C -2.88 -1.87 -4.92  0.0292
H 0.54 -3.74 -5.05  0.0055
H 1.59 -3.87 -3.65  0.0043
H 1.74 -2.49 -4.74  -0.0066
H -0.59 -2.68 -0.14  0.0134
H -1.31 -4.54 1.31  0.0002
H -2.00 -6.70 0.30  0.0004
H -1.88 -7.00 -2.15  -0.0005
H -1.20 -5.13 -3.59  0.0086
H -3.37 1.98 -3.35  -0.0035
H -5.01 1.75 -5.15  0.0066
H -5.78 -0.32 -5.98  0.0016
H -5.97 -2.52 -6.22  -0.0040
H -5.02 -4.77 -6.44  -0.0020
H -2.68 -5.20 -5.68  0.0086
H -1.37 -3.36 -4.73  -0.0114